2 unconnected molecules or ions with the total composition C6H9N2OS, computed with ωB97M-V/def2-TZVPD.

XYZ file:
```
19
Properties=species:S:1:pos:R:3:nbo_charge:R:1
H -1.4377 -1.4376 -3.9252 0.263
C -1.2681 -1.3676 -2.9216 -0.370
H 0.8271 1.2923 3.1869 0.257
H -2.0649 -0.8336 0.2475 0.483
N -1.5210 -1.0598 -0.6641 -0.467
C -0.2552 -0.6261 -0.8071 0.070
H 1.7291 -1.0276 0.2884 0.079
C 0.5878 1.3235 2.1013 -0.253
H 0.1990 -0.8568 1.9325 0.407
H -0.1530 2.2479 1.8057 0.216
S 0.3109 -0.8526 -2.4138 0.629
O 1.1896 1.2370 -0.1633 -0.482
C 0.5574 0.0251 0.1863 0.281
H -3.0803 -1.8814 -1.8715 0.262
C 1.7160 1.6101 1.1155 -0.114
H 2.6096 0.8907 1.1248 0.191
C -2.1380 -1.3644 -1.8335 -0.016
N 0.0188 0.0413 1.4813 -0.678
H 2.1729 2.6397 1.1298 0.241
```

For the HOMO energy, the calculation gives -12.834 eV. Its electronic energy is -816.60966 hartree. The net charge is +1. Its spin multiplicity is 1. The value obtained for the LUMO energy is -4.681 eV. The molecular weight comes out at 157.218 g mol⁻¹. The value obtained for the energy above the lowest of the compared OMol25 structures with the same formula, charge and spin is 41.55 kcal/mol.